This record from the Open Molecules 2025 dataset describes 13 unconnected molecules or ions with the total composition C60H92B6F24N11O3 at a distorted geometry. The level of theory is the ωB97M-V functional and the def2-TZVPD basis.

- E_HOMO (eV) = -18.4464
- F_max (eV Å⁻¹) = 5.7
- charge = +5
- HOMO-LUMO gap (Eh) = 0.2805
- energy (hartree) = -5715.02419

Structure (XYZ):
```
196
Properties=species:S:1:pos:R:3:forces:R:3
C 1.44142 5.65201 -1.73534 -0.8 -1.5 0.0
N 2.00442 4.33372 -2.20627 1.9 -0.4 -1.6
C 1.83999 3.16353 -1.50144 1.5 1.2 -1.3
C 2.53687 1.98756 -1.90071 -2.1 1.1 1.5
C 3.25974 1.94719 -3.04594 0.6 0.5 -1.0
C 3.42508 3.15556 -3.77843 -0.7 0.9 0.8
C 2.85477 4.38357 -3.33951 -1.0 -3.6 0.8
C 3.84339 0.63021 -3.46522 1.1 -1.4 0.5
C 4.54123 0.50073 -4.65025 -0.3 -0.4 -1.6
C 5.08102 -0.71032 -5.10320 0.1 0.2 1.8
N 5.06427 -1.77795 -4.26939 -0.2 0.4 -1.4
C 4.43131 -1.75105 -3.08799 -0.6 2.3 0.7
C 3.85038 -0.54810 -2.64303 -0.1 0.4 -0.9
C 5.63360 -3.05731 -4.69073 0.2 -1.5 1.0
H 1.89757 5.83874 -0.76314 0.1 0.7 -0.4
H 0.37791 5.49921 -1.55177 0.0 0.0 0.1
H 1.53019 6.36183 -2.55775 0.5 0.2 0.5
H 1.23949 3.30577 -0.61511 -0.2 -0.5 0.1
H 2.38693 1.08730 -1.32326 -0.2 0.3 0.2
H 3.98340 3.13894 -4.70277 0.0 0.3 0.0
H 2.91122 5.24516 -3.98827 0.0 0.4 0.6
H 4.52895 1.30810 -5.36747 0.3 0.0 0.0
H 5.63301 -0.86164 -6.01907 -0.2 0.3 -0.1
H 4.44847 -2.64498 -2.48218 0.1 0.0 0.0
H 3.40143 -0.45806 -1.66490 0.2 -0.6 0.1
H 4.84087 -3.78342 -4.87088 -0.3 0.3 -0.3
H 6.12305 -3.45892 -3.80346 0.4 0.1 -0.1
H 6.34236 -3.10311 -5.51757 -0.2 0.8 0.0
C -1.94188 -4.40404 -1.25112 -0.7 0.2 1.0
N -2.10128 -4.09969 0.21244 1.1 -2.0 0.5
C -2.17206 -2.82967 0.58931 -0.2 -0.3 1.5
C -2.27749 -2.58306 1.97016 -0.7 0.7 -0.4
C -2.49033 -3.58075 2.92804 1.3 1.9 -1.4
C -2.28685 -4.86454 2.47203 -0.6 -1.4 -0.1
C -2.09730 -5.14667 1.11783 -0.5 1.9 0.1
C -2.69798 -3.08705 4.32844 1.7 -0.8 -0.4
C -1.62254 -2.44746 4.96977 -0.9 0.9 0.4
C -1.76882 -2.00509 6.28009 -1.3 -1.2 1.0
N -2.89550 -2.32268 7.03066 -0.7 -1.4 -3.9
C -3.96010 -3.00527 6.36189 2.1 0.9 -0.3
C -3.86252 -3.37003 4.98400 -0.1 0.3 2.7
C -3.04552 -1.93276 8.43560 -0.3 0.5 -0.1
H -2.94626 -4.15083 -1.59054 0.4 -0.5 -0.9
H -1.64074 -5.44830 -1.33439 -0.4 0.1 -0.2
H -1.16949 -3.76848 -1.68423 -0.4 0.1 0.1
H -2.20577 -2.12592 -0.22923 0.2 0.5 0.2
H -2.29958 -1.56908 2.34132 0.2 0.2 -0.5
H -2.36214 -5.65177 3.20756 0.2 -0.5 -0.3
H -2.04726 -6.13381 0.68258 0.1 -0.1 0.2
H -0.70829 -2.15429 4.47521 0.2 -0.3 -0.1
H -0.98359 -1.49388 6.81718 0.2 0.0 -0.1
H -4.84519 -3.22978 6.93861 0.1 0.0 0.2
H -4.61239 -3.96263 4.48108 -0.4 0.2 0.3
H -3.06950 -2.81889 9.06987 -0.2 0.1 0.0
H -3.96798 -1.35234 8.41852 0.0 -0.2 0.8
H -2.23020 -1.27627 8.73956 0.0 -0.2 -0.2
C -7.72745 1.21592 -5.13015 1.4 0.8 -1.0
N -6.97262 1.30281 -3.87230 0.1 0.1 1.7
C -6.31616 0.18495 -3.46795 -0.4 0.9 1.8
C -5.86471 0.13156 -2.14374 -0.2 -1.0 -0.7
C -6.00198 1.18647 -1.24891 2.0 0.9 0.0
C -6.51613 2.36435 -1.71743 -2.2 0.3 -2.2
C -7.09895 2.37112 -3.01948 1.0 -0.6 0.4
C -5.21301 1.26326 0.03349 0.2 -0.2 0.3
C -4.43703 2.37235 0.43692 -1.2 -0.3 -1.9
C -3.60018 2.29857 1.49420 0.2 -0.5 0.6
N -3.56900 1.20225 2.27399 -1.2 -0.8 -1.3
C -4.34460 0.10892 1.96284 0.2 1.6 0.2
C -5.14674 0.14444 0.84756 0.2 -0.4 -0.2
C -2.64810 1.22570 3.36946 0.5 0.4 1.0
H -8.74775 0.89845 -4.91501 0.2 0.0 -0.5
H -7.09168 0.64216 -5.80445 -0.7 -1.1 0.2
H -7.58469 2.13482 -5.69879 -1.0 0.6 0.6
H -6.23643 -0.66089 -4.13474 0.0 0.1 -0.1
H -5.42907 -0.81149 -1.84832 0.3 0.0 0.1
H -6.66891 3.21946 -1.07568 0.2 0.2 -0.1
H -7.60516 3.23266 -3.42921 -0.1 0.0 0.0
H -4.38740 3.27852 -0.14858 -0.1 0.0 -0.1
H -2.92529 3.11499 1.70485 0.2 0.2 0.4
H -4.41123 -0.73054 2.63905 0.5 0.1 0.2
H -5.67659 -0.74792 0.54867 -0.2 -0.1 0.3
H -2.86044 2.10444 3.97843 -0.4 -0.3 0.4
H -1.64341 1.46495 3.02094 0.1 -0.7 -0.3
H -2.76119 0.29121 3.91905 0.4 0.2 0.1
C 0.58807 -5.74165 -7.73193 -0.1 -0.3 -0.1
N 0.74424 -5.56689 -6.29507 1.0 -1.0 -1.1
C 0.12481 -4.54357 -5.80720 -0.7 1.1 2.8
C 0.27531 -4.29255 -4.43494 0.3 1.3 -0.1
C 1.11955 -5.06698 -3.63413 -2.1 -0.2 -0.5
C 1.67838 -6.16544 -4.25490 1.8 0.3 0.7
C 1.61728 -6.31448 -5.61465 -0.4 -0.8 0.6
C 1.29146 -4.82079 -2.17054 0.3 1.5 0.2
C 1.23992 -5.76276 -1.14349 0.7 0.6 0.4
C 1.50291 -5.28830 0.15034 0.3 0.2 -1.7
N 1.72728 -3.97788 0.39525 -0.5 -1.4 0.3
C 1.73959 -3.01605 -0.55634 -0.1 -1.5 1.4
C 1.54494 -3.46411 -1.82115 -0.9 -0.1 -1.5
C 1.81335 -3.73135 1.83858 1.1 1.3 0.1
H -0.45604 -5.51405 -7.94671 0.2 0.0 -0.4
H 0.77766 -6.79384 -7.94417 0.3 0.4 -0.5
H 1.27065 -4.99221 -8.13261 -0.1 -0.5 -0.8
H -0.44627 -3.95906 -6.51333 -0.2 0.2 0.4
H -0.13683 -3.36186 -4.07388 -0.4 -0.1 0.1
H 2.38977 -6.66393 -3.61316 0.1 -0.9 -0.5
H 2.19060 -7.03934 -6.17347 -0.1 -0.1 0.0
H 1.08913 -6.82004 -1.30416 -0.1 -0.1 0.0
H 1.64900 -5.93945 0.99950 -0.3 -0.1 0.0
H 1.87906 -2.00765 -0.19568 0.0 0.1 -0.2
H 1.41637 -2.70301 -2.57653 0.4 0.0 -0.3
H 2.62046 -4.35455 2.22366 -0.4 -0.1 0.3
H 0.83596 -3.91498 2.28478 0.3 0.1 0.1
H 2.17058 -2.70635 1.93787 -0.4 0.0 0.4
C 3.87762 6.18358 6.82523 0.5 -0.6 0.8
C 4.47270 5.67850 5.54633 -2.0 -0.1 -1.8
C 3.33267 5.43622 4.44455 1.4 0.8 0.3
O 3.95800 4.87472 3.30212 0.1 -0.6 1.0
C 3.25945 5.08923 2.11402 -0.1 1.2 -1.8
N 5.49896 6.69251 5.02362 -0.6 -1.4 -0.5
H 6.04395 6.22902 4.31069 0.1 -0.1 -0.8
H 4.98762 7.45841 4.60887 0.1 0.6 -0.1
H 6.19690 7.01309 5.67952 -0.1 0.3 0.8
H 4.70652 6.28075 7.52637 -0.3 0.1 0.4
H 3.18458 5.42937 7.19801 0.1 0.0 0.2
H 3.31723 7.11826 6.80441 0.2 0.1 -0.5
H 4.94687 4.69705 5.54974 0.4 0.3 0.7
H 2.82141 6.36009 4.17403 0.0 0.4 0.0
H 2.56061 4.79203 4.86529 0.1 -0.3 0.2
H 3.43587 6.11096 1.77780 -0.2 0.5 0.2
H 2.17533 4.97691 2.10088 -0.1 -0.4 0.6
H 3.69300 4.55235 1.27027 0.2 -0.8 0.5
C 2.25900 1.68279 2.34974 -0.5 1.2 1.0
C 2.55217 1.83713 3.87656 -0.4 -1.8 -1.0
C 1.30803 1.88152 4.76943 0.6 0.7 0.0
O 1.68578 2.11380 6.11753 -0.2 -0.6 0.6
C 0.57937 2.25430 7.05796 1.1 0.5 -0.4
N 3.37841 0.58717 4.17437 0.0 1.6 1.5
H 4.05447 0.92410 4.84483 0.7 -0.6 0.2
H 2.86905 -0.14308 4.65122 -0.6 -0.7 0.2
H 3.85137 0.21768 3.36204 0.6 -0.1 -0.6
H 1.86795 0.72215 2.01455 -0.1 -0.1 0.7
H 3.17281 1.83262 1.77477 0.0 0.3 0.1
H 1.49332 2.43862 2.17490 0.1 0.1 -0.7
H 3.15341 2.71056 4.12901 0.2 -0.2 -0.4
H 0.75347 0.95676 4.61008 -0.4 -0.1 0.2
H 0.77259 2.78437 4.47572 -0.6 -0.2 -0.6
H -0.18527 2.88670 6.60686 -0.3 -0.3 0.0
H 0.95430 2.79270 7.92840 0.2 0.1 -0.2
H 0.22086 1.30973 7.46704 -0.1 -0.2 -0.6
C -1.95837 1.19623 -6.10676 -1.6 -0.4 1.2
C -1.80511 1.35328 -4.53822 0.2 1.1 -1.1
C -2.96944 2.13278 -3.82864 0.2 0.1 -2.6
O -2.93035 2.15957 -2.47137 -0.2 -1.6 1.2
C -1.95854 2.99877 -1.95394 0.6 1.3 1.0
N -1.63768 0.02852 -3.85487 -0.2 1.5 -0.8
H -2.40451 -0.58094 -4.10108 -0.4 -0.5 -0.4
H -0.75369 -0.34997 -4.16376 0.2 -0.6 0.5
H -1.69971 0.17333 -2.85723 0.4 -0.2 0.7
H -1.19845 0.62695 -6.64206 0.2 0.2 0.5
H -2.17063 2.12225 -6.64111 0.5 0.3 0.4
H -2.90451 0.66784 -6.22398 -0.1 -0.4 -0.2
H -0.87563 1.90601 -4.40169 0.1 -0.2 0.4
H -3.91772 1.71372 -4.16517 -0.1 -0.3 0.2
H -2.97326 3.16854 -4.16816 0.2 0.1 -0.6
H -1.96492 2.87055 -0.87153 0.2 0.1 -0.1
H -2.16657 4.03912 -2.20394 -0.4 0.3 0.1
H -0.93628 2.86992 -2.30955 0.1 -0.7 -0.2
B 4.99254 -0.72113 1.27541 4.5 0.6 1.1
F 4.80389 -0.10994 0.12305 -0.6 1.5 -4.7
F 6.02165 -1.64786 1.24965 -0.3 -0.8 -0.3
F 5.42544 0.30812 2.12395 -0.2 0.9 1.8
F 3.83030 -1.18908 1.64798 -4.2 -2.3 1.9
B 1.92654 -2.73528 5.42790 1.6 0.1 1.6
F 1.37764 -3.00936 6.62689 -1.4 -1.1 2.1
F 1.36958 -1.52370 5.08252 -1.5 2.4 -1.9
F 3.26491 -2.47088 5.60784 1.2 -0.1 -0.6
F 1.67136 -3.73426 4.54279 -0.4 -0.9 -1.5
B -3.57418 -2.36630 -3.37959 -1.1 -0.9 -1.6
F -2.55195 -3.08448 -3.85365 2.4 -1.8 -1.9
F -4.60015 -3.14736 -3.03187 -2.4 -1.5 0.3
F -3.12193 -1.80201 -2.28799 1.5 3.1 4.5
F -3.94761 -1.39201 -4.30093 -0.5 1.1 -1.0
B -0.33191 -0.08064 0.15192 0.4 1.4 0.5
F -1.60387 0.33880 0.42105 -2.1 0.3 1.0
F -0.42560 -0.81125 -0.98959 0.6 -1.3 -1.9
F 0.41553 1.09602 -0.03550 0.6 -0.3 -0.1
F 0.17009 -0.86261 1.19098 0.3 -0.3 0.3
B -0.86768 5.06082 1.57295 0.3 1.2 0.7
F -0.07952 6.08198 1.99244 1.4 1.9 0.0
F -2.13101 5.27360 1.95383 -3.2 0.3 0.5
F -0.81642 4.88375 0.22552 0.4 -0.5 -2.5
F -0.42353 3.97373 2.22989 1.2 -3.5 1.2
B 1.06091 -0.98284 -5.22860 0.6 -0.1 -1.5
F -0.02481 -1.71261 -5.70977 -0.9 0.0 -0.5
F 2.22939 -1.55806 -5.62876 1.5 -1.1 -0.2
F 1.07507 0.30961 -5.73919 -0.6 0.5 0.8
F 0.96466 -1.09437 -3.84940 -0.1 0.7 1.6
```
Positions in Å, forces in eV/Å.